Record 1
This record from the OMol25 dataset describes 2 unconnected molecules or ions with the total composition C3H6BCl4F2. The level of theory is ωB97M-V/def2-TZVPD.

Values from the calculation:
**HOMO level**: -4.7 eV
**Net charge**: -1
**Energy above the lowest of the compared OMol25 structures with the same formula, charge and spin**: 0.0 kcal/mol
**Spin multiplicity**: 1
**Kohn-Sham gap**: 7.25 eV

XYZ file:
```
16
Properties=species:S:1:pos:R:3:forces:R:3:lowdin_charge:R:1
F 0.0282 -1.6465 1.5112 0.054 -0.060 0.030 -0.14
B -0.1295 -0.4033 0.7529 0.021 -0.125 0.018 -0.64
C -1.4560 0.3716 1.3087 -0.019 0.061 0.009 -0.22
C -2.6863 -0.4969 1.3155 -0.073 -0.095 -0.074 -0.24
F -3.8388 0.1842 0.8169 -0.069 0.067 0.026 -0.14
H -0.3029 -0.7000 -0.4541 0.092 0.107 0.179 0.03
H 0.8920 0.2928 0.9063 -0.186 -0.073 -0.065 0.01
H -1.2962 0.7682 2.3149 0.036 0.135 0.079 0.07
H -1.6704 1.2227 0.6578 0.041 0.103 -0.087 0.08
H -2.9748 -0.8297 2.3120 0.078 -0.080 0.096 0.10
H -2.5678 -1.3729 0.6802 -0.014 -0.047 -0.148 0.10
C 3.1857 0.5218 -2.4115 0.122 0.044 -0.112 -2.06
Cl 4.8438 0.0027 -2.0197 0.004 -0.013 0.006 0.48
Cl 2.1760 -0.8847 -2.6701 -0.052 -0.113 -0.038 0.54
Cl 2.5422 1.4806 -1.1095 -0.017 0.097 0.076 0.56
Cl 3.2549 1.4893 -3.9116 -0.018 -0.009 0.005 0.47
```
Positions in Å, forces in eV/Å.

---

Record 2
This record from the OMol25 dataset describes a single C3H6BNO2 molecule. The level of theory is ωB97M-V/def2-TZVPD.

Values from the calculation:
**HOMO level (alpha / beta)**: -10.5 / -8.3 eV
**Net charge**: 0
**Energy above the lowest of the compared OMol25 structures with the same formula, charge and spin**: 112.4 kcal/mol
**Spin multiplicity**: 1
**Kohn-Sham gap (alpha / beta)**: 10.41 / 6.81 eV

XYZ file:
```
13
Properties=species:S:1:pos:R:3:forces:R:3:lowdin_charge:R:1
B -0.7698 -0.7477 -0.5578 -1.129 -2.531 -1.211 -0.86
C 0.8000 1.2325 -0.0326 -1.521 -1.235 -0.413 -0.38
C -2.2805 -0.5153 -0.4394 -2.550 -1.013 2.150 0.19
C 1.7273 0.6549 0.9385 -0.646 -2.137 0.047 -0.01
N 0.8068 2.1148 -0.8822 0.020 -0.435 0.670 0.27
O -0.4553 0.3262 0.0698 2.702 5.250 1.466 0.10
O 0.0876 -1.7223 -0.9565 -0.785 -1.008 -1.130 0.18
H -2.7997 -0.6925 0.5870 0.996 -0.420 -1.808 0.08
H -2.6804 0.4452 -0.7120 0.021 0.200 -0.833 0.03
H 2.3448 1.3492 1.3481 1.784 2.092 1.307 0.05
H 2.3415 -0.0297 0.3896 0.541 -0.441 -0.517 0.10
H 1.2763 0.0041 1.7128 -0.192 0.848 -0.438 0.12
H -0.3985 -2.4191 -1.4651 0.758 0.830 0.711 0.13
```
Positions in Å, forces in eV/Å.

---

Record 3
This record from the OMol25 dataset describes a gas-phase ion, C3H6Br2N3 (charge +1). The level of theory is ωB97M-V/def2-TZVPD.

Values from the calculation:
**HOMO level**: -13.6 eV
**Net charge**: +1
**Energy above the lowest of the compared OMol25 structures with the same formula, charge and spin**: 70.1 kcal/mol
**Spin multiplicity**: 1
**SMILES**: C[N@@H+]1[C@@H](Br)N1/C=N/Br
**Kohn-Sham gap**: 10.03 eV

XYZ file:
```
14
Properties=species:S:1:pos:R:3:forces:R:3:lowdin_charge:R:1
C -0.0396 1.6410 -0.1975 0.613 -1.083 2.407 0.04
N -0.7473 0.3904 -0.5032 0.116 -1.975 1.320 -0.03
C -1.3457 -0.5779 0.5098 -0.036 -0.008 -0.288 -0.57
Br -3.0842 -1.3474 0.1912 0.968 0.493 0.030 0.83
N -0.2626 -0.9317 -0.3310 -1.997 -0.749 -0.180 -0.04
C 1.0147 -1.3110 -0.0290 5.297 -0.265 1.105 -0.25
N 1.9557 -0.3905 -0.0525 -2.908 -1.696 -0.195 -0.48
Br 3.7492 -0.6729 0.2222 -0.354 -0.586 -0.009 0.72
H -0.9205 2.2289 -0.0711 0.088 1.603 0.205 0.10
H 0.6094 1.4937 0.7735 -1.593 0.414 -2.001 0.15
H 0.6105 1.8589 -1.0158 0.200 0.430 -0.468 0.10
H -1.4545 0.3017 -1.1876 -0.362 1.017 -2.049 0.14
H -1.2399 -0.2086 1.5098 0.415 -0.167 0.539 0.12
H 1.1547 -2.4746 0.1811 -0.449 2.572 -0.416 0.19
```
Positions in Å, forces in eV/Å.

---

Record 4
This record from the OMol25 dataset describes a single C3H6Br2O2 molecule. The level of theory is ωB97M-V/def2-TZVPD.

Values from the calculation:
**HOMO level**: -10.1 eV
**Net charge**: 0
**Energy above the lowest of the compared OMol25 structures with the same formula, charge and spin**: 0.0 kcal/mol
**Spin multiplicity**: 1
**SMILES**: C[C@H](Br)C(O)(O)Br
**Kohn-Sham gap**: 10.53 eV

XYZ file:
```
13
Properties=species:S:1:pos:R:3:forces:R:3:lowdin_charge:R:1
C 0.1528 -1.6325 0.0553 0.083 -0.050 0.007 -0.16
C 0.3792 -0.2495 -0.5323 0.396 -0.624 -0.445 -0.76
Br 2.3081 0.1557 -0.5599 -0.043 -0.046 0.041 0.71
C -0.3282 0.8428 0.2194 -0.469 0.028 -0.553 -0.94
O -0.0839 2.1203 -0.1557 0.012 0.289 0.253 -0.01
O -0.2174 0.7157 1.5479 0.003 0.078 0.189 0.04
Br -2.3019 0.3571 -0.4416 -0.099 0.507 0.339 0.59
H 0.5924 -1.6974 1.0469 0.075 -0.021 0.024 0.08
H 0.5977 -2.3890 -0.5897 0.062 0.066 0.046 0.08
H -0.9142 -1.8359 0.1398 0.082 0.029 -0.046 0.04
H 0.0751 -0.2191 -1.5815 0.132 0.083 0.265 0.07
H -0.0461 2.2410 -1.1128 -0.085 -0.258 0.047 0.12
H -0.2134 1.5908 1.9642 -0.151 -0.082 -0.166 0.14
```
Positions in Å, forces in eV/Å.

---

Record 5
This record from the OMol25 dataset describes 3 unconnected molecules or ions with the total composition C3H6Br3P. The level of theory is ωB97M-V/def2-TZVPD.

Values from the calculation:
**HOMO level (alpha / beta)**: -9.6 / -8.2 eV
**Net charge**: 0
**Energy above the lowest of the compared OMol25 structures with the same formula, charge and spin**: 67.9 kcal/mol
**Spin multiplicity**: 1
**Kohn-Sham gap (alpha / beta)**: 8.08 / 4.53 eV

XYZ file:
```
13
Properties=species:S:1:pos:R:3:forces:R:3:lowdin_charge:R:1
C -0.7641 -1.0748 1.4016 -0.698 -1.404 1.855 -0.14
C -0.0292 0.1327 -0.7992 -2.333 0.364 3.038 -0.13
C -0.5574 0.0647 0.4599 -0.045 1.191 0.009 -0.28
P 2.3365 1.8648 -0.1572 0.956 -0.527 -0.666 0.06
Br -3.9685 -0.3469 -2.3007 0.066 0.005 0.042 -0.01
Br 3.3043 -0.1807 0.2139 -0.337 1.024 -0.258 0.04
Br 3.2375 2.5493 -2.1513 -0.383 -0.446 0.981 0.02
H -0.8207 -2.0043 0.8365 -0.095 -0.144 -0.009 0.06
H 0.0148 -1.3203 2.2232 -0.989 0.982 -1.290 0.10
H -1.8070 -0.9669 1.9732 2.284 -0.088 -1.281 0.11
H -0.3668 0.9729 -1.3523 0.497 0.846 -0.601 0.04
H 0.4199 -0.6703 -1.2856 0.659 -1.299 -0.719 0.03
H -0.9992 0.9798 0.9380 0.418 -0.504 -1.102 0.10
```
Positions in Å, forces in eV/Å.

---

Record 6
This record from the OMol25 dataset describes a gas-phase ion, C3H6BrClN3 (charge +1). The level of theory is ωB97M-V/def2-TZVPD.

Values from the calculation:
**HOMO level**: -13.6 eV
**Net charge**: +1
**Energy above the lowest of the compared OMol25 structures with the same formula, charge and spin**: 0.0 kcal/mol
**Spin multiplicity**: 1
**SMILES**: CN1[NH+]=CN(Br)[C@H]1Cl
**Kohn-Sham gap**: 9.20 eV

XYZ file:
```
14
Properties=species:S:1:pos:R:3:forces:R:3:lowdin_charge:R:1
C 0.9585 -0.4743 0.5672 1.084 2.108 -0.638 -0.03
N -0.2335 -0.5616 -0.2216 -2.218 1.132 -2.243 -0.19
N -0.4204 0.5010 -1.2041 -1.150 -0.477 1.445 0.14
C -1.6632 0.9673 -1.1077 1.135 0.096 -0.229 -0.10
N -2.3461 0.2889 -0.2090 0.209 -0.830 -0.214 -0.51
Br -4.1221 0.5067 0.1829 -0.025 0.054 0.040 0.92
C -1.5476 -0.8465 0.2841 0.961 -0.125 -2.156 -0.65
Cl -2.0710 -2.5281 -0.2738 -0.214 1.320 0.391 0.61
H 1.6484 -1.0245 -0.0678 0.847 0.041 0.731 0.09
H 1.2766 0.6771 0.5756 -0.432 -2.550 0.741 0.14
H 0.8170 -0.9826 1.5381 0.169 0.569 -0.446 0.11
H 0.2976 0.7599 -1.8692 -0.103 -0.109 0.086 0.18
H -2.0562 1.8505 -1.6295 0.224 -0.661 0.006 0.17
H -1.4852 -0.7981 1.3090 -0.487 -0.569 2.486 0.09
```
Positions in Å, forces in eV/Å.

---

Record 7
This record from the OMol25 dataset describes 2 unconnected molecules or ions with the total composition C3H6BrN4O2. The level of theory is ωB97M-V/def2-TZVPD.

Values from the calculation:
**HOMO level (alpha / beta)**: -13.6 / -13.6 eV
**Net charge**: +1
**Energy above the lowest of the compared OMol25 structures with the same formula, charge and spin**: 61.7 kcal/mol
**Spin multiplicity**: 1
**Kohn-Sham gap (alpha / beta)**: 9.07 / 9.07 eV

XYZ file:
```
16
Properties=species:S:1:pos:R:3:forces:R:3:lowdin_charge:R:1
C 0.7146 -1.2846 0.9111 -0.079 1.182 2.589 -0.47
C -0.6726 1.0719 0.0068 0.567 -0.860 0.631 -0.19
C 1.1786 -0.2719 -0.1372 0.664 1.406 -0.104 -0.60
N 0.2958 -2.2593 0.0926 -1.017 -2.141 0.052 0.12
N 1.3306 -0.9414 -1.2734 -0.784 -0.726 -0.674 0.04
N -0.4941 2.3811 0.0531 0.061 -2.682 -0.836 0.15
N -1.9255 0.7160 0.2723 -0.144 -1.533 -0.711 0.13
O 0.6751 -1.1585 2.1433 0.094 -0.492 -3.460 0.09
O 0.5246 -2.1214 -1.2587 0.902 1.530 -0.419 0.01
Br 2.6326 0.9455 0.1662 -1.001 -0.332 0.133 0.89
H -0.0572 -3.2094 0.2118 0.212 0.479 0.792 0.20
H 1.5928 -0.6607 -2.2375 -0.343 -0.099 1.113 0.20
H 0.3983 2.7250 0.2124 1.622 1.126 0.117 0.05
H -1.3147 2.8547 0.2578 -1.161 2.101 0.552 0.09
H -2.2864 -0.2708 0.1988 0.669 1.825 0.110 0.15
H -2.5924 1.4837 0.3806 -0.261 -0.785 0.116 0.12
```
Positions in Å, forces in eV/Å.

---

Record 8
This record from the OMol25 dataset describes 2 unconnected molecules or ions with the total composition C3H6BrO4P. The level of theory is ωB97M-V/def2-TZVPD.

Values from the calculation:
**HOMO level**: 0.4 eV
**Net charge**: -2
**Energy above the lowest of the compared OMol25 structures with the same formula, charge and spin**: 0.0 kcal/mol
**Spin multiplicity**: 1
**Kohn-Sham gap**: 4.80 eV

XYZ file:
```
15
Properties=species:S:1:pos:R:3:forces:R:3:lowdin_charge:R:1
C 1.2606 -0.3224 -0.8103 -2.120 -0.299 1.274 -0.14
C 1.3207 -0.3071 0.6619 0.818 -1.163 1.882 -0.34
C 0.4546 0.3534 1.4448 -0.501 -0.338 -0.465 -0.57
O -1.6183 0.9188 -0.4224 -0.419 -0.296 0.718 -0.46
O -3.9182 2.0468 -0.2470 -0.350 -0.846 0.070 -0.49
O -3.2175 0.4214 1.6913 0.903 0.221 -1.038 -0.29
O -2.1207 2.6542 1.4162 0.874 -0.097 0.080 -0.47
P -2.6655 1.5857 0.4887 -0.335 1.237 0.050 0.00
Br 0.9764 0.2111 3.2656 -0.144 0.197 1.245 0.53
H 1.8010 -1.1111 -1.2289 0.655 -1.500 -0.760 0.04
H 0.1970 -0.2702 -1.0522 -0.003 -0.016 -0.540 0.06
H 1.7053 0.5630 -1.0711 1.064 2.318 -1.355 0.04
H -4.1138 0.3739 1.3939 -1.046 -0.266 -0.119 -0.04
H 2.1800 -0.9470 1.1671 -1.674 1.594 -0.930 0.09
H -0.5800 0.8805 1.2560 2.277 -0.746 -0.111 0.05
```
Positions in Å, forces in eV/Å.

---

Record 9
This record from the OMol25 dataset describes 2 unconnected molecules or ions with the total composition C3H6BrP. The level of theory is ωB97M-V/def2-TZVPD.

Values from the calculation:
**HOMO level (alpha / beta)**: -8.5 / -8.5 eV
**Net charge**: 0
**Energy above the lowest of the compared OMol25 structures with the same formula, charge and spin**: 91.3 kcal/mol
**Spin multiplicity**: 1
**Kohn-Sham gap (alpha / beta)**: 7.34 / 7.34 eV

XYZ file:
```
11
Properties=species:S:1:pos:R:3:forces:R:3:lowdin_charge:R:1
C -1.9309 -0.3150 0.2106 3.138 -0.074 0.173 0.14
C 0.6916 0.1210 0.2626 -1.263 0.185 -0.001 -0.04
C 1.9670 -0.2526 0.3198 -1.405 -0.239 0.060 -0.55
P 3.2694 1.0394 0.0920 -0.683 0.176 0.055 0.41
Br 5.0221 -0.2749 -0.0246 0.656 -0.374 0.045 0.17
H -1.9083 -0.5221 -0.8393 -0.201 -0.100 -0.269 -0.01
H -1.9834 -1.1241 0.9101 -0.233 -0.221 0.117 -0.02
H -2.1434 0.6792 0.5452 -0.102 0.264 0.096 -0.01
H 0.3817 1.1426 0.1380 0.148 0.353 -0.091 -0.01
H 2.3113 -1.2664 0.4816 -0.060 -0.106 -0.038 0.02
H 3.1113 1.0979 -1.3048 0.005 0.136 -0.148 -0.11
```
Positions in Å, forces in eV/Å.

---

Record 10
This record from the OMol25 dataset describes a single C3H6BrP molecule. The level of theory is ωB97M-V/def2-TZVPD.

Values from the calculation:
**HOMO level**: -8.5 eV
**Net charge**: 0
**Energy above the lowest of the compared OMol25 structures with the same formula, charge and spin**: 46.2 kcal/mol
**Spin multiplicity**: 1
**Kohn-Sham gap**: 8.53 eV

XYZ file:
```
11
Properties=species:S:1:pos:R:3:forces:R:3:lowdin_charge:R:1
C -1.1341 -0.6047 -0.0080 3.625 0.745 -0.128 -0.02
C -0.1659 0.3263 -0.6751 -0.442 1.297 -2.660 -0.42
C 0.7826 -0.0134 0.4429 -0.912 -0.965 0.250 -0.46
P 0.6701 1.1353 1.8903 0.109 -0.953 -1.024 0.44
Br -0.2993 -0.1987 3.3786 -0.376 -0.193 0.730 0.13
H -2.0275 -0.2269 0.4028 -0.519 0.346 1.208 0.04
H -1.0281 -1.6771 -0.1486 -0.022 0.366 -0.217 0.07
H 0.0339 -0.0307 -1.7178 0.566 0.298 0.914 0.10
H -0.4292 1.4928 -0.8372 0.305 -2.780 0.882 0.14
H 1.7214 -0.7653 0.3794 -2.794 1.554 -0.060 0.12
H 1.9267 0.7560 2.3676 0.461 0.284 0.104 -0.13
```
Positions in Å, forces in eV/Å.

---

Record 11
This record from the OMol25 dataset describes a molecular structure, C3H6Cl2O3. The level of theory is ωB97M-V/def2-TZVPD.

Values from the calculation:
**HOMO level**: -9.4 eV
**Net charge**: 0
**Energy above the lowest of the compared OMol25 structures with the same formula, charge and spin**: 31.4 kcal/mol
**Spin multiplicity**: 1
**Kohn-Sham gap**: 9.98 eV

XYZ file:
```
14
Properties=species:S:1:pos:R:3:forces:R:3:lowdin_charge:R:1
C 0.6573 1.5310 -0.8615 -1.563 -0.481 -0.538 -0.23
C 0.7711 0.4240 0.1966 -2.530 0.500 -0.980 -1.13
C -0.8153 -0.8484 0.3069 3.417 0.760 -1.444 -0.60
O -1.4360 -0.7398 1.4946 -1.609 -1.094 -1.831 0.11
O -0.1550 -2.0379 0.0414 -1.725 0.656 -1.332 0.04
O -1.6264 -0.6150 -0.7384 -0.593 1.053 0.229 0.10
Cl 0.9582 1.0910 1.8113 -0.140 0.309 0.688 0.63
Cl 2.2257 -0.3392 -0.2724 1.261 -1.690 0.044 0.67
H -0.2292 2.0998 -0.8560 -1.651 0.452 0.800 0.06
H 0.6234 1.1809 -1.8863 0.255 -0.916 -0.037 0.07
H 1.3742 2.3020 -0.8966 1.641 0.469 0.715 0.06
H -0.9230 -0.3497 2.1543 1.721 1.237 1.659 0.02
H 0.2589 -2.3162 0.8159 1.260 -0.935 2.061 0.07
H -1.6840 -1.3823 -1.3099 0.256 -0.320 -0.034 0.13
```
Positions in Å, forces in eV/Å.

---

Record 12
This record from the OMol25 dataset describes a single C3H6Cl2OSi molecule. The level of theory is ωB97M-V/def2-TZVPD.

Values from the calculation:
**HOMO level (alpha / beta)**: -5.9 / -10.3 eV
**Net charge**: 0
**Energy above the lowest of the compared OMol25 structures with the same formula, charge and spin**: 88.0 kcal/mol
**Spin multiplicity**: 3
**Kohn-Sham gap (alpha / beta)**: 6.47 / 7.48 eV

XYZ file:
```
13
Properties=species:S:1:pos:R:3:forces:R:3:lowdin_charge:R:1
C 0.3553 1.8911 0.5953 6.796 4.497 1.057 0.03
C -0.9189 1.5785 0.4978 -10.205 -7.681 -1.511 -0.15
C -1.2151 0.0314 0.2524 -3.624 4.917 1.248 -1.25
O -0.1934 -0.6615 0.0969 2.542 -1.538 0.339 -0.41
Si 0.2504 -1.8815 -0.9155 1.331 1.085 -0.224 0.64
Cl -2.2090 -0.5902 1.7355 0.255 0.064 0.202 0.50
Cl -2.4898 -0.0908 -1.0672 0.176 -0.126 -0.426 0.55
H 0.5039 2.9332 0.6374 1.193 0.979 -0.109 0.07
H 1.1059 1.1958 0.5574 1.745 -1.297 0.110 0.05
H -1.8862 2.0164 0.5248 0.052 1.320 0.401 0.08
H 1.6821 -1.7364 -0.3766 -0.693 -1.091 -0.837 -0.01
H 0.0225 -1.1783 -2.1923 0.316 -0.621 -0.352 -0.05
H -0.5950 -3.0501 -0.7578 0.116 -0.506 0.103 -0.05
```
Positions in Å, forces in eV/Å.

---

So what do the calculations give for E_tot? Going down the list: -2183.3196, -347.9072, -5429.7833, -5416.4267, -8181.2103, -3316.0368, -3061.0103, -3334.2889, -3033.0910, -3033.1629, -1263.9612, -1402.8088 hartree.